ORCA calculation (ωB97M-V with the def2-TZVPD basis set) on a molecular structure, C4H3O4Zn at a distorted geometry.

Output
E_tot (a.u.): -2233.5022
Frontier orbital gap (spin up / spin down) (eV): 2.85 / 2.75
Total charge: +2
F_max (eV Å⁻¹): 5.462
E_HOMO (spin up / spin down) (eV): -17.07 / -16.96
Lowest unoccupied orbital energy (spin up / spin down) (eV): -14.220 / -14.201
⟨S²⟩: 0.759
Multiplicity: 2

Atoms and positions in Å:
1 C 1.24 -0.56 0.69
2 C 0.73 0.32 -0.16
3 H 2.27 -0.38 1.01
4 O -0.63 0.37 -0.47
5 C -1.00 1.59 -0.73
6 O -1.54 1.92 -1.76
7 Zn -2.15 3.21 -2.67
8 O -0.57 -2.19 0.83
9 C 0.65 -1.83 1.21
10 O 1.27 -2.52 1.98
11 H -1.06 -1.50 0.35
12 H 0.79 1.58 -0.27

ORCA calculation (ωB97M-V with the def2-TZVPD basis set) on 2 unconnected molecules or ions with the total composition C2H9N2O.

Output
E_tot (a.u.): -266.1211
Frontier orbital gap (eV): 11.48
Total charge: +1
F_max (eV Å⁻¹): 0.803
E_HOMO (eV): -14.75
Lowest unoccupied orbital energy (eV): -3.270
Multiplicity: 1

Atoms and positions in Å:
1 N 0.62 0.43 0.47
2 C -0.04 1.52 0.74
3 N 0.27 2.36 1.70
4 H 1.47 0.20 0.96
5 H 0.33 -0.26 -0.26
6 H -0.90 1.75 0.13
7 H -0.26 3.21 1.81
8 H 1.01 2.19 2.36
9 C -0.69 -2.60 -1.15
10 O -0.10 -1.33 -1.50
11 H -0.39 -3.36 -1.86
12 H -0.27 -2.87 -0.18
13 H -1.77 -2.53 -1.12
14 H -0.47 -1.03 -2.34

ORCA calculation (ωB97M-V with the def2-TZVPD basis set) on C4H8N2 in the gas phase.

Output
E_tot (a.u.): -266.6214
Frontier orbital gap (eV): 9.71
Total charge: 0
SMILES string: C=C=NN(C)C
F_max (eV Å⁻¹): 0.751
E_HOMO (eV): -8.64
Lowest unoccupied orbital energy (eV): 1.078
Multiplicity: 1

Atoms and positions in Å:
1 C -0.65 1.56 0.82
2 N -0.42 0.28 0.17
3 C -1.07 -0.81 0.86
4 C 1.80 -0.89 -2.04
5 C 1.39 -0.43 -0.89
6 N 1.01 0.03 0.19
7 H -1.71 1.82 0.68
8 H -0.05 2.33 0.32
9 H -0.41 1.56 1.89
10 H -0.81 -0.87 1.93
11 H -0.80 -1.75 0.38
12 H -2.15 -0.68 0.76
13 H 2.08 -0.20 -2.83
14 H 1.80 -1.96 -2.24

ORCA calculation (ωB97M-V with the def2-TZVPD basis set) on a molecular structure, CCl3OP at a distorted geometry.

Output
E_tot (a.u.): -1835.2396
Frontier orbital gap (eV): 8.95
Total charge: 0
F_max (eV Å⁻¹): 5.020
E_HOMO (eV): -10.28
Lowest unoccupied orbital energy (eV): -1.335
Multiplicity: 1

Atoms and positions in Å:
1 C -0.50 0.12 -0.01
2 O 2.37 0.25 -0.31
3 P 1.17 -0.64 -0.76
4 Cl -2.12 -0.59 -0.63
5 Cl -0.71 1.79 0.24
6 Cl -0.21 -0.93 1.47

ORCA calculation (ωB97M-V with the def2-TZVPD basis set) on a molecular structure, C35H38LaN5O3S2 at a distorted geometry.

Output
E_tot (a.u.): -2682.6704
Frontier orbital gap (eV): 2.84
Total charge: +4
F_max (eV Å⁻¹): 9.252
E_HOMO (eV): -17.42
Lowest unoccupied orbital energy (eV): -14.575
Multiplicity: 1

Atoms and positions in Å:
1 La 0.54 0.56 -0.85
2 C 3.78 0.55 -2.31
3 C 3.90 1.69 -1.25
4 C 3.07 2.90 -1.56
5 C 3.60 4.16 -1.87
6 C 2.74 5.22 -2.09
7 C 1.38 5.03 -1.87
8 C 0.90 3.78 -1.59
9 N 1.73 2.73 -1.44
10 N 2.77 -0.45 -2.02
11 C 3.33 -1.43 -1.07
12 C 2.33 -2.42 -0.62
13 C 2.69 -3.72 -0.35
14 C 1.77 -4.60 0.17
15 C 0.49 -4.17 0.53
16 C 0.19 -2.85 0.20
17 N 1.07 -2.01 -0.38
18 C 2.32 -1.05 -3.29
19 C 1.27 -0.26 -4.03
20 C 1.15 -0.38 -5.42
21 C 0.15 0.35 -6.05
22 C -0.74 1.11 -5.29
23 C -0.57 1.08 -3.94
24 N 0.43 0.46 -3.32
25 H 4.75 0.08 -2.42
26 H 3.52 1.00 -3.27
27 H 4.96 2.01 -1.20
28 H 3.64 1.29 -0.24
29 H 4.65 4.29 -2.04
30 H 3.13 6.20 -2.36
31 H 0.67 5.87 -2.00
32 H -0.16 3.59 -1.67
33 H 3.76 -0.89 -0.20
34 H 4.18 -1.95 -1.47
35 H 3.63 -4.12 -0.63
36 H 2.01 -5.66 0.31
37 H -0.28 -4.83 0.95
38 H -0.82 -2.45 0.28
39 H 1.92 -2.02 -3.01
40 H 3.17 -1.22 -3.96
41 H 1.77 -1.06 -5.97
42 H 0.02 0.31 -7.12
43 H -1.51 1.70 -5.73
44 H -1.30 1.63 -3.30
45 O 0.74 0.73 1.45
46 S 1.29 1.17 2.82
47 C 0.04 2.43 3.30
48 C -1.33 2.09 3.90
49 C -2.32 1.37 2.99
50 C -2.82 2.26 1.83
51 S -3.24 1.42 0.25
52 O -2.00 0.71 -0.33
53 C -4.32 0.12 0.87
54 C -3.98 -1.21 0.70
55 C -4.87 -2.17 1.24
56 C -5.98 -1.82 1.92
57 C -6.33 -0.46 2.03
58 C -5.49 0.53 1.54
59 C 0.97 -0.20 3.86
60 C 0.20 -1.25 3.38
61 C -0.01 -2.32 4.21
62 C 0.49 -2.31 5.50
63 C 1.24 -1.26 5.95
64 C 1.53 -0.19 5.13
65 H -0.13 2.89 2.29
66 H 0.58 3.06 3.98
67 H -1.71 3.08 4.21
68 H -1.17 1.49 4.81
69 H -3.18 1.10 3.61
70 H -1.86 0.47 2.57
71 H -2.13 3.03 1.53
72 H -3.73 2.77 2.13
73 H -3.10 -1.50 0.18
74 H -4.54 -3.20 1.04
75 H -6.65 -2.55 2.37
76 H -7.28 -0.17 2.51
77 H -5.81 1.58 1.65
78 H -0.15 -1.14 2.35
79 H -0.56 -3.22 3.88
80 H 0.33 -3.19 6.12
81 H 1.67 -1.26 6.96
82 H 2.11 0.62 5.52
83 O -4.66 -6.68 -7.36
84 N -3.83 -6.83 -8.10

ORCA calculation (ωB97M-V with the def2-TZVPD basis set) on 2 unconnected molecules or ions with the total composition CH4Cl2SSi at a distorted geometry.

Output
E_tot (a.u.): -1648.4176
Frontier orbital gap (spin up / spin down) (eV): 8.01 / 7.63
Total charge: 0
F_max (eV Å⁻¹): 2.393
E_HOMO (spin up / spin down) (eV): -7.25 / -9.56
Lowest unoccupied orbital energy (spin up / spin down) (eV): 0.758 / -1.927
⟨S²⟩: 2.006
Multiplicity: 3

Atoms and positions in Å:
1 C 1.47 -0.03 0.43
2 Si -1.33 0.68 -0.79
3 S -2.01 -1.09 0.16
4 Cl 1.73 -1.41 1.41
5 Cl 2.77 0.14 -0.72
6 H 1.39 0.96 0.91
7 H -1.65 1.69 0.15
8 H -1.51 0.50 -2.21
9 H -0.86 -1.43 0.66

ORCA calculation (ωB97M-V with the def2-TZVPD basis set) on 4 unconnected molecules or ions with the total composition C4H14NO2 at a distorted geometry.

Output
E_tot (a.u.): -365.5461
Frontier orbital gap (eV): 4.49
Total charge: +1
F_max (eV Å⁻¹): 5.031
E_HOMO (eV): -13.98
Lowest unoccupied orbital energy (eV): -9.487
Multiplicity: 1

Atoms and positions in Å:
1 C -0.82 -0.95 -0.30
2 C 0.33 -0.89 0.72
3 C 0.76 0.57 0.91
4 C 0.70 1.19 2.13
5 N 1.27 1.09 -0.25
6 H -0.47 -0.60 -1.33
7 H -1.01 -2.11 -0.31
8 H -1.68 -0.38 0.10
9 H 0.28 -1.28 1.73
10 H 1.34 -1.34 0.27
11 H 0.50 0.71 3.03
12 H 1.16 2.22 2.33
13 H 7.68 0.47 -1.00
14 H 1.45 2.10 -0.16
15 H 1.59 0.00 -1.44
16 H 2.60 -0.48 -2.50
17 H 7.58 -0.09 -0.48
18 O 1.68 -0.70 -2.22
19 H -5.55 0.52 0.15
20 H -4.39 0.18 -0.84
21 O -4.90 -0.17 -0.09

ORCA calculation (ωB97M-V with the def2-TZVPD basis set) on C2H4N2S3 in the gas phase at a distorted geometry.

Output
E_tot (a.u.): -1382.5065
Frontier orbital gap (spin up / spin down) (eV): 7.66 / 6.25
Total charge: 0
F_max (eV Å⁻¹): 4.445
E_HOMO (spin up / spin down) (eV): -8.38 / -7.61
Lowest unoccupied orbital energy (spin up / spin down) (eV): -0.722 / -1.360
Multiplicity: 1

Atoms and positions in Å:
1 C -0.69 -0.42 -0.38
2 C -0.24 -0.84 0.99
3 N 0.37 -0.13 -1.27
4 N 1.29 1.05 0.25
5 S 0.64 1.02 -2.26
6 S 1.47 2.38 -0.54
7 S 0.84 0.53 1.69
8 H -1.46 -1.22 -0.98
9 H -1.46 0.40 -0.27
10 H -1.12 -0.95 1.77
11 H 0.37 -1.83 1.00

ORCA calculation (ωB97M-V with the def2-TZVPD basis set) on a gas-phase ion, C24H23 (charge +1) at a distorted geometry.

Output
E_tot (a.u.): -928.0600
Frontier orbital gap (eV): 5.40
Total charge: +1
F_max (eV Å⁻¹): 2.848
E_HOMO (eV): -11.14
Lowest unoccupied orbital energy (eV): -5.743
Multiplicity: 1

Atoms and positions in Å:
1 C -1.31 -1.18 -1.75
2 C -0.02 -0.40 -1.41
3 C 1.16 -1.19 -1.83
4 C 2.32 -0.47 -2.38
5 C 1.10 -2.66 -1.90
6 H -2.18 -0.52 -1.66
7 H -1.25 -1.50 -2.79
8 H -1.45 -2.05 -1.11
9 H 0.00 0.48 -2.08
10 H 3.24 -1.07 -2.31
11 H 2.19 -0.18 -3.44
12 H 2.49 0.47 -1.84
13 H 2.11 -3.09 -1.84
14 H 0.50 -3.08 -1.08
15 H 0.65 -3.04 -2.84
16 C -0.04 0.18 -0.02
17 C 1.23 1.00 0.35
18 C 2.45 0.35 0.56
19 C 3.61 1.07 0.84
20 C 3.57 2.47 0.88
21 C 2.33 3.12 0.78
22 C 1.17 2.38 0.57
23 C -1.32 1.05 -0.02
24 C -2.31 0.46 0.77
25 C -3.60 0.99 0.83
26 C -3.89 2.10 0.03
27 C -2.90 2.69 -0.77
28 C -1.60 2.15 -0.82
29 C -1.74 -0.71 1.45
30 C -0.39 -0.86 1.06
31 C 0.41 -1.79 1.71
32 C -0.14 -2.55 2.76
33 C -1.50 -2.46 3.07
34 C -2.32 -1.54 2.40
35 H 2.51 -0.74 0.48
36 H 4.55 0.54 1.01
37 H 4.48 3.05 1.04
38 H 2.25 4.20 0.87
39 H 0.20 2.88 0.59
40 H -4.34 0.48 1.45
41 H -4.90 2.51 0.03
42 H -3.13 3.57 -1.38
43 H -0.83 2.59 -1.45
44 H 1.45 -1.95 1.43
45 H 0.51 -3.21 3.33
46 H -1.92 -3.10 3.84
47 H -3.39 -1.46 2.60